1.
The following is a DFT calculation (the ωB97M-V functional and the def2-TZVPD basis) of a structure of composition C45H33F9N3O2P2V.

CARTESIAN COORDINATES (ANGSTROEM)
V (-0.344, 0.612, -0.681)
N (2.078, 1.110, 1.510)
C (2.571, 0.657, 0.299)
C (3.968, 0.644, 0.143)
C (4.497, 0.224, -1.051)
C (3.651, -0.193, -2.082)
C (2.303, -0.171, -1.838)
N (1.766, 0.256, -0.680)
C (0.822, 1.200, 2.095)
C (0.786, 1.613, 3.437)
C (-0.431, 1.688, 4.068)
C (-1.594, 1.343, 3.378)
C (-1.476, 0.958, 2.067)
N (-0.287, 0.903, 1.431)
H (2.812, 1.350, 2.157)
H (4.605, 0.968, 0.954)
H (5.570, 0.220, -1.189)
H (4.035, -0.526, -3.034)
H (1.582, -0.458, -2.592)
H (1.701, 1.858, 3.957)
H (-0.480, 2.008, 5.100)
H (-2.564, 1.380, 3.851)
H (-2.334, 0.688, 1.462)
O (-2.418, 1.157, -1.014)
C (-1.830, 1.634, -2.029)
O (-1.067, 0.908, -2.730)
C (-1.656, 3.134, -2.086)
P (-0.050, 3.178, -1.105)
C (-0.220, 4.290, 0.311)
C (0.932, 4.783, 0.927)
C (0.843, 5.489, 2.114)
C (-0.393, 5.697, 2.712)
C (-1.540, 5.192, 2.118)
C (-1.455, 4.487, 0.925)
C (1.144, 3.914, -2.246)
C (1.703, 3.076, -3.210)
C (2.580, 3.585, -4.155)
C (2.911, 4.932, -4.137)
C (2.353, 5.772, -3.184)
C (1.467, 5.269, -2.245)
H (-2.465, 3.659, -1.584)
H (-1.484, 3.517, -3.090)
H (1.903, 4.626, 0.471)
H (1.740, 5.885, 2.572)
H (-0.462, 6.254, 3.636)
H (-2.505, 5.350, 2.579)
H (-2.360, 4.087, 0.487)
H (1.423, 2.030, -3.240)
H (3.000, 2.930, -4.906)
H (3.598, 5.329, -4.872)
H (2.601, 6.824, -3.178)
H (1.026, 5.936, -1.516)
F (-1.225, -6.883, -4.797)
C (-0.078, -6.571, -4.176)
F (0.338, -7.675, -3.537)
F (0.825, -6.289, -5.123)
C (-0.272, -5.424, -3.219)
C (-0.920, -5.659, -2.012)
C (-1.128, -4.618, -1.130)
C (-0.687, -3.330, -1.441)
C (-0.060, -3.106, -2.659)
C (0.152, -4.148, -3.552)
P (-0.891, -1.965, -0.259)
C (0.338, -2.326, 1.039)
C (0.142, -2.024, 2.385)
C (1.212, -2.005, 3.265)
C (2.492, -2.282, 2.804)
C (2.694, -2.646, 1.481)
C (1.619, -2.673, 0.609)
C (3.665, -2.076, 3.716)
F (4.029, -0.764, 3.714)
F (4.741, -2.770, 3.338)
F (3.391, -2.391, 4.985)
C (-2.553, -2.293, 0.407)
C (-2.844, -3.040, 1.547)
C (-4.157, -3.226, 1.942)
C (-5.190, -2.674, 1.194)
C (-4.916, -1.951, 0.046)
C (-3.599, -1.755, -0.341)
C (-6.605, -2.890, 1.662)
F (-7.502, -2.291, 0.871)
F (-6.910, -4.196, 1.703)
F (-6.781, -2.409, 2.905)
H (-1.257, -6.656, -1.764)
H (-1.639, -4.810, -0.196)
H (0.240, -2.107, -2.940)
H (0.637, -3.965, -4.501)
H (-0.832, -1.748, 2.761)
H (1.048, -1.752, 4.304)
H (3.686, -2.895, 1.127)
H (1.795, -2.944, -0.426)
H (-2.060, -3.519, 2.117)
H (-4.377, -3.810, 2.826)
H (-5.722, -1.531, -0.539)
H (-3.391, -1.162, -1.222)

## Properties
* energy relative to the best compared isomer or geometry (same formula, charge and spin): 0.0000 eV
* net charge: +1
* multiplicity: 4
* HOMO energy (alpha / beta): -10.7172 / -11.2165 eV
* LUMO level (alpha / beta): -2.544 / -2.821 eV

So, what does the Mulliken scheme give us? The charges, in e, come out as: V 1.6454; N 1.2456; C -0.2413; C -1.1937; C -0.8480; C -1.2059; C -0.7247; N 1.3593; C -0.6277; C -0.9865; C -1.0214; C -1.0717; C -1.1772; N 1.8392; H 0.2881; H 0.6123; H 0.4934; H 0.5835; H 0.3820; H 0.6223; H 0.5215; H 0.6143; H 0.4367; O -0.5104; C 0.0924; O -0.6120; C -0.8567; P 2.3431; C 0.3590; C -0.6946; C -0.8800; C -0.5863; C -0.7702; C -0.4637; C -0.0042; C -0.3938; C -0.8096; C -0.5638; C -0.7536; C -0.3381; H 0.4489; H 0.5325; H 0.5494; H 0.4385; H 0.4318; H 0.4524; H 0.1955; H 0.2812; H 0.4407; H 0.4128; H 0.4380; H 0.4646; F -0.2439; C 0.7947; F -0.2590; F -0.2732; C 0.2986; C -1.1063; C -0.7127; C -0.2206; C 0.1659; C -0.9081; P 1.5488; C 0.3565; C -0.1882; C -1.1234; C 0.1824; C -1.0142; C -1.0196; C 0.7356; F -0.2407; F -0.2808; F -0.2738; C 0.6065; C -0.0340; C -1.2365; C 0.2846; C -0.8999; C -1.0044; C 0.7494; F -0.2811; F -0.2514; F -0.2570; H 0.4332; H 0.4500; H 0.4465; H 0.4926; H 0.6909; H 0.4869; H 0.5233; H 0.4555; H 0.6604; H 0.4345; H 0.5138; H 0.3287

2.
The following is a DFT calculation (the ωB97M-V functional and the def2-TZVPD basis) of a structure of composition C45H33N10O4RbS2.

CARTESIAN COORDINATES (ANGSTROEM)
Rb (-0.068, -0.465, -0.036)
O (-0.298, -2.437, 1.736)
C (0.296, -3.245, 2.511)
C (-0.118, -3.425, 3.874)
C (0.520, -4.285, 4.742)
C (1.621, -5.040, 4.326)
C (2.054, -4.886, 3.017)
C (1.451, -4.017, 2.106)
C (2.068, -3.924, 0.776)
N (1.799, -3.054, -0.119)
N (2.592, -3.163, -1.258)
C (2.357, -2.163, -2.093)
O (1.513, -1.232, -1.994)
C (3.246, -2.166, -3.319)
C (4.251, -3.110, -3.523)
C (5.044, -3.060, -4.662)
C (4.842, -2.065, -5.614)
C (3.839, -1.126, -5.418)
C (3.046, -1.178, -4.277)
H (-0.973, -2.839, 4.196)
H (0.159, -4.375, 5.763)
H (2.123, -5.722, 5.003)
H (2.914, -5.456, 2.670)
H (2.864, -4.652, 0.566)
H (4.392, -3.872, -2.769)
H (5.824, -3.799, -4.809)
H (5.459, -2.027, -6.505)
H (3.663, -0.355, -6.159)
H (2.245, -0.470, -4.112)
C (-1.838, 3.354, -2.848)
C (-1.691, 2.518, -1.738)
N (-0.684, 2.676, -0.893)
C (0.184, 3.654, -1.157)
C (0.028, 4.476, -2.260)
N (-0.992, 4.340, -3.110)
C (1.326, 3.800, -0.209)
C (1.912, 5.037, 0.049)
C (2.953, 5.121, 0.963)
C (3.356, 3.947, 1.585)
C (2.718, 2.753, 1.269)
N (1.726, 2.686, 0.389)
C (3.083, 1.462, 1.927)
C (4.320, 1.218, 2.502)
N (4.609, 0.064, 3.105)
C (3.649, -0.853, 3.112)
C (2.410, -0.622, 2.517)
N (2.132, 0.531, 1.934)
C (3.596, 6.428, 1.287)
C (4.320, 6.623, 2.458)
C (4.899, 7.856, 2.714)
N (4.814, 8.903, 1.896)
C (4.121, 8.715, 0.774)
C (3.506, 7.522, 0.433)
H (-2.655, 3.199, -3.541)
H (-2.375, 1.697, -1.540)
H (0.753, 5.250, -2.490)
H (1.510, 5.920, -0.427)
H (4.154, 3.945, 2.315)
H (5.114, 1.956, 2.463)
H (3.856, -1.804, 3.588)
H (1.636, -1.380, 2.506)
H (4.425, 5.837, 3.193)
H (5.458, 8.008, 3.630)
H (4.054, 9.565, 0.104)
H (2.983, 7.456, -0.511)
O (-4.795, -1.475, -0.463)
C (-3.825, -0.739, -0.248)
O (-3.011, -0.246, -1.076)
C (-3.572, -0.361, 1.225)
C (-4.524, -0.740, 2.212)
C (-4.304, -0.409, 3.511)
C (-3.124, 0.294, 3.863)
C (-2.802, 0.677, 5.186)
C (-1.637, 1.340, 5.453)
C (-0.734, 1.644, 4.407)
C (-1.022, 1.285, 3.122)
C (-2.231, 0.610, 2.821)
N (-2.478, 0.288, 1.520)
H (-5.392, -1.292, 1.880)
H (-5.009, -0.683, 4.288)
H (-3.490, 0.426, 5.986)
H (-1.394, 1.622, 6.471)
H (0.200, 2.146, 4.633)
H (-0.332, 1.482, 2.309)
S (-1.415, 0.379, -5.015)
C (-1.297, -1.125, -4.294)
N (-1.864, -1.517, -3.173)
C (-1.713, -2.905, -2.766)
C (-0.492, -3.449, -3.501)
S (-0.386, -2.448, -5.019)
H (-2.418, -0.886, -2.570)
H (-2.617, -3.456, -3.043)
H (-1.593, -2.966, -1.685)
H (-0.610, -4.499, -3.761)
H (0.413, -3.317, -2.919)

## Properties
* energy relative to the best compared isomer or geometry (same formula, charge and spin): 0.0000 eV
* net charge: -2
* HOMO energy: -1.5676 eV
* LUMO level: 2.837 eV

So, what does the Mulliken scheme give us? The charges, in e, come out as: Rb 1.0227; O -0.4106; C -0.4432; C -0.6585; C -0.4191; C -0.7483; C -0.4930; C 1.3618; C -1.1583; N 0.7368; N -0.7606; C -0.6548; O -0.3209; C 0.6786; C -0.2955; C -0.5579; C -0.3139; C -0.8105; C -0.2623; H 0.4495; H 0.3654; H 0.3522; H 0.2736; H 0.1551; H 0.4272; H 0.3584; H 0.3572; H 0.3880; H 0.3603; C -0.6424; C 0.2973; N 0.0175; C 0.0021; C -0.6745; N -0.6830; C 0.0631; C -0.8846; C 1.1984; C -0.6356; C 0.5230; N 0.0098; C -0.1526; C -0.7167; N -0.7362; C -0.4341; C -0.4478; N 0.5165; C 0.7755; C -0.4784; C -0.3304; N -0.6739; C -0.3211; C -0.5396; H 0.4544; H 0.4075; H 0.4839; H 0.6039; H 0.1330; H 0.4443; H 0.4723; H 0.5457; H 0.3658; H 0.3620; H 0.3645; H 0.3796; O -0.8397; C -0.0766; O -0.7253; C 0.4521; C -0.7345; C -0.8228; C 1.3451; C -0.8383; C -0.5781; C -0.6116; C -0.1185; C -0.5131; N 0.1583; H 0.4952; H 0.3687; H 0.3464; H 0.3686; H 0.4518; H 0.6336; S -0.4340; C 0.3771; N 0.2037; C -0.4996; C 0.0386; S -0.2356; H 0.0997; H 0.2960; H 0.1062; H 0.4791; H -0.2409

Number 1: total energy -124489.244 eV. Number 2: total energy -92622.268 eV.